No. 1
# C9H13ClNS

A gas-phase ion, C9H13ClNS (charge +1) in a non-equilibrium geometry (ωB97M-V/def2-TZVPD, OMol25).

Structure (XYZ):
```
25
Properties=species:S:1:pos:R:3:lowdin_charge:R:1
C -0.9779 -0.0155 0.2881 -0.224
C 3.0144 -0.2722 0.5048 -0.638
C -0.6547 -1.4064 0.4898 -0.466
C 1.9972 -0.7417 -0.2058 -0.560
C -2.2163 0.6526 -0.2096 -0.096
C -1.4830 1.9796 -0.1222 -0.033
C -0.3289 1.1784 0.5400 -0.258
C -1.6616 -2.5116 0.2165 -0.064
C 1.4515 -0.1962 -1.5208 -0.070
N 0.5307 1.6688 1.3477 0.256
S 0.9585 -1.9772 0.6429 1.090
Cl 4.1841 0.8555 0.0196 0.719
H -3.0084 0.6437 0.4737 0.109
H -2.5001 0.1230 -1.1344 0.140
H -1.2700 2.5362 -1.0002 0.116
H -1.8398 2.7569 0.5735 0.139
H -1.4826 -2.7728 -0.8946 0.140
H -1.3644 -3.3367 0.8464 0.075
H -2.6591 -2.1443 0.3891 0.082
H 1.6408 -0.8686 -2.3340 0.093
H 0.4815 0.0191 -1.5910 0.013
H 1.9817 0.7199 -1.8443 0.096
H 1.1561 1.0625 1.8201 0.111
H 0.7636 2.7190 1.3117 0.205
H 3.2866 -0.6719 1.3929 0.025
```

Relative energy (zero: lowest compared OMol25 entry of this formula, charge and spin) = 43.0 kcal per mole
HOMO = -12.57 eV
Net charge = +1
Energy = -34382.588 eV
HOMO-LUMO gap = 7.7318 eV

No. 2
# C9H13CuF3NbO3S2

A molecular structure, C9H13CuF3NbO3S2 in a non-equilibrium geometry (ωB97M-V/def2-TZVPD, OMol25).

Structure (XYZ):
```
32
Properties=species:S:1:pos:R:3:mulliken_spin:R:1
C 2.9126 -3.0522 0.4049 0.017
S 1.1498 -2.5574 0.0416 0.032
O 0.5758 -3.5414 -0.9544 0.010
O 0.3609 -2.7184 1.3398 -0.008
Nb 0.9494 -0.1694 -0.7307 -0.167
S 1.8856 0.5888 1.4668 0.022
C 0.6183 2.0215 -1.4520 0.192
O 1.4018 2.9739 -0.7112 0.037
C 0.6255 3.7117 0.2155 0.000
F 0.0346 4.8790 -0.3362 0.002
F -0.4145 2.9895 0.8302 0.002
F 1.5033 4.1137 1.2684 0.000
C -1.2056 -0.1289 0.0285 0.325
C -1.6151 0.0995 1.5304 0.149
C -3.1107 0.1503 1.9053 -0.064
C -4.2297 -0.0270 0.8457 0.332
C -3.8313 -0.2913 -0.6394 -0.040
C -2.3398 -0.3475 -1.0515 0.126
H 3.5645 -3.1419 -0.5379 0.000
H 2.8668 -4.0687 0.9514 0.001
H 3.3361 -2.2868 1.1434 -0.001
H 2.6542 -0.2015 -1.3892 0.007
H 0.3409 -0.6903 -2.3777 0.003
H 3.0377 1.3447 1.3128 0.000
H 1.0209 2.0179 -2.5400 0.032
H -0.4920 2.2656 -1.5297 -0.025
H -0.8262 0.2682 2.3444 0.003
H -3.3806 0.3430 2.9917 0.000
H -5.3328 0.0414 1.1244 0.007
H -4.6429 -0.4178 -1.4354 0.001
H -2.0986 -0.5516 -2.1552 0.004
Cu 4.6810 -3.6165 -1.9045 0.000
```

Spin multiplicity = 2
HOMO (alpha / beta) = -11.67 / -11.41 eV
Net charge = +1
Energy = -91678.023 eV
HOMO-LUMO gap (alpha / beta) = 5.1058 / 4.6969 eV

No. 3
# C9H13EuO4P

A molecular structure, C9H13EuO4P in a non-equilibrium geometry (ωB97M-V/def2-TZVPD, OMol25).

Structure (XYZ):
```
28
Properties=species:S:1:pos:R:3:mulliken_spin:R:1
Eu -0.0597 0.2073 -1.2664 7.027
O 0.1935 3.8823 -0.0603 0.002
C 0.1145 2.7846 -0.3994 -0.005
C -0.1715 -2.1984 -0.4663 -0.010
O -0.1677 -3.3473 -0.4224 0.004
C 2.5636 0.2207 -0.6102 -0.005
O 3.6932 0.1616 -0.3952 0.003
C -2.5458 0.4075 -0.4448 -0.008
O -3.6920 0.4750 -0.4444 0.003
C 0.0466 0.9820 -5.5506 -0.001
H -0.8597 1.6072 -5.5908 0.000
H 1.0091 1.5178 -5.5705 0.000
C -0.0172 -0.3576 -5.6094 -0.001
H 0.8899 -0.9788 -5.6791 0.000
H -0.9783 -0.8884 -5.6994 0.000
C -1.1937 -1.1750 3.5169 -0.002
P -0.4258 -0.4780 2.0239 -0.006
C -0.1589 1.1939 2.7278 -0.001
C 1.2611 -1.0815 2.3958 -0.002
H -2.1736 -0.7207 3.6663 0.000
H -0.5222 -0.9029 4.3365 -0.001
H -1.2562 -2.2590 3.4216 0.000
H 0.0773 1.0943 3.7952 0.000
H 0.6696 1.7131 2.2289 0.000
H -1.0791 1.7711 2.6256 0.000
H 1.4138 -0.9906 3.4814 0.000
H 1.3345 -2.1339 2.1130 0.000
H 2.0348 -0.5063 1.8762 0.000
```

Spin multiplicity = 8
HOMO (alpha / beta) = -16.10 / -16.11 eV
Net charge = +2
Energy = -46333.351 eV
HOMO-LUMO gap (alpha / beta) = 7.3441 / 7.5336 eV